19
Properties=species:S:1:pos:R:3:forces:R:3:mulliken_charge:R:1 method="wB97M-V/def2-TZVPD" de_lowest_ev=2.074 total_energy_ev=-8358.0627 spin_multiplicity=1 smiles=C[C@@H]1NNC[C@@H]1C homo_ev=-8.96 fmax_ev_per_a=3.6 orbital_gap_ha=0.3686 lumo_energy_ev=1.1
C 1.428048 -0.740777 1.027968 -0.278 0.080 0.172 -1.461
C 0.061847 -0.082006 1.120246 0.309 2.389 -2.706 0.146
N -1.023682 -0.974414 1.293903 -2.228 -1.197 -2.029 -0.476
N -1.947914 -0.999446 -0.092941 0.895 0.003 2.895 -0.464
C -1.135430 -0.322218 -1.044587 0.197 1.735 -0.635 -0.745
C -0.337471 0.767818 -0.353728 0.969 -1.655 2.684 0.274
C 0.832377 1.344715 -1.118120 -0.146 0.011 0.217 -1.539
H 2.212377 -0.010563 0.835946 0.033 0.019 0.010 0.325
H 1.439541 -1.489393 0.235963 0.036 -0.040 -0.093 0.384
H 1.656608 -1.238453 1.969910 0.094 -0.095 0.049 0.396
H 0.044256 0.712526 1.874477 0.083 -0.229 0.101 0.343
H -0.694976 -1.939487 1.271794 -0.087 0.243 0.083 0.331
H -2.699742 -0.378050 0.210480 0.187 -0.202 -0.108 0.324
H -1.736652 0.309245 -1.731800 -0.109 -1.130 -0.228 0.382
H -0.479599 -1.028329 -1.562744 -0.118 0.140 -0.159 0.344
H -1.004768 1.564202 -0.012748 -0.051 -0.058 -0.103 0.336
H 0.482797 1.998979 -1.918299 0.038 -0.037 -0.069 0.408
H 1.449490 0.560527 -1.551487 0.077 -0.046 -0.057 0.328
H 1.452892 1.945125 -0.454236 0.098 0.070 -0.023 0.365